1.
The following is a DFT calculation (wB97M-V/def2-TZVPD) of a single C6H10 molecule.

Geometry as XYZ:
```
16
Properties=species:S:1:pos:R:3
C 1.26 0.84 0.87
C 0.47 -0.57 1.08
C -0.96 -0.59 0.71
C -1.31 0.38 -0.38
C -0.32 -0.16 -1.43
C 1.26 -0.25 -0.09
H 0.55 1.66 0.78
H 2.20 1.15 1.34
H 0.83 -1.28 1.83
H -0.39 -1.26 -0.75
H -1.70 -0.80 1.50
H -1.20 1.46 -0.15
H -2.34 0.23 -0.71
H 0.36 0.52 -1.96
H -0.89 -0.62 -2.25
H 2.19 -0.73 -0.38
```

Calculated values
Spin multiplicity: 1
Maximum force: 0.006 hartree/bohr
M: 82.1 g mol⁻¹
Frontier orbital gap (spin up / spin down): 7.91 / 7.91 eV
Electronic energy: -6377.3338 eV
Relative energy (zero: lowest compared OMol25 entry of this formula, charge and spin): 629.6 kJ/mol
E_LUMO (spin up / spin down): 0.7 / 0.7 eV


2.
The following is a DFT calculation (wB97M-V/def2-TZVPD) of 2 unconnected molecules or ions with the total composition C8H12ClN3O at a distorted geometry.

Geometry as XYZ:
```
25
Properties=species:S:1:pos:R:3
C -1.50 -1.26 1.10
C -1.79 -1.57 2.37
C 0.63 0.65 -1.18
C -2.04 -0.14 0.18
C -1.28 -0.46 -1.05
C -1.72 -0.21 -2.43
C 2.70 1.38 -0.20
C 1.18 0.12 1.26
N -0.62 -2.00 0.41
N -0.53 -1.60 -0.79
N 1.42 0.67 -0.11
O 0.68 1.03 -2.34
Cl -1.89 1.45 0.87
H -1.38 -2.45 2.84
H -2.64 -1.03 2.82
H -3.09 -0.50 0.07
H -2.34 0.73 -2.52
H -2.53 -0.93 -2.75
H -0.76 -0.23 -2.91
H 3.39 0.46 -0.16
H 2.62 1.63 -1.22
H 3.07 2.19 0.39
H 0.84 -0.90 1.34
H 2.08 0.35 1.91
H 0.51 0.80 1.82
```

Calculated values
Spin multiplicity: 1
Maximum force: 0.082 hartree/bohr
M: 201.7 g mol⁻¹
Frontier orbital gap (spin up / spin down): 7.82 / 7.82 eV
Electronic energy: -27525.8547 eV
Relative energy (zero: lowest compared OMol25 entry of this formula, charge and spin): 254.1 kJ/mol
E_LUMO (spin up / spin down): -0.2 / -0.2 eV


3.
The following is a DFT calculation (wB97M-V/def2-TZVPD) of a single C19H18N2O3 molecule.

Geometry as XYZ:
```
42
Properties=species:S:1:pos:R:3
C 1.27 0.69 3.91
C -0.09 0.40 3.28
N 0.06 -0.38 2.07
C 0.25 0.21 0.88
C 0.45 -0.45 -0.30
C 0.58 0.32 -1.55
O 0.29 -0.06 -2.65
O 1.08 1.55 -1.31
C 1.22 2.40 -2.44
C -0.06 3.11 -2.82
C -0.11 3.81 -4.02
C -1.26 4.48 -4.39
C -2.37 4.46 -3.57
C -2.33 3.76 -2.37
C -1.17 3.10 -2.00
C 0.52 -1.91 -0.33
O 0.76 -2.58 -1.32
C 0.30 -2.52 0.99
C 0.30 -3.91 1.15
C 0.11 -4.46 2.40
C -0.09 -3.61 3.49
C -0.30 -4.15 4.86
N -0.10 -2.29 3.36
C 0.09 -1.76 2.15
H 1.14 1.29 4.81
H 1.91 1.23 3.22
H 1.75 -0.25 4.19
H -0.59 1.34 3.02
H -0.71 -0.17 3.97
H 0.22 1.29 0.89
H 1.57 1.81 -3.29
H 1.99 3.13 -2.16
H 0.76 3.83 -4.66
H -1.29 5.02 -5.32
H -3.27 4.98 -3.86
H -3.19 3.74 -1.73
H -1.15 2.55 -1.06
H 0.46 -4.52 0.27
H 0.11 -5.53 2.54
H -0.44 -3.33 5.56
H -1.19 -4.78 4.88
H 0.55 -4.75 5.17
```

Calculated values
Spin multiplicity: 1
Maximum force: 0.018 hartree/bohr
M: 322.4 g mol⁻¹
Frontier orbital gap: 8.75 eV
Electronic energy: -29118.8578 eV
SMILES: CCn1cc(C(=O)OCc2ccccc2)c(=O)c2ccc(C)nc21
Relative energy (zero: lowest compared OMol25 entry of this formula, charge and spin): 108.1 kJ/mol
E_LUMO: 0.2 eV


4.
The following is a DFT calculation (wB97M-V/def2-TZVPD) of 2 unconnected molecules or ions with the total composition CH4NO at a distorted geometry.

Geometry as XYZ:
```
7
Properties=species:S:1:pos:R:3
N 1.09 1.29 -0.28
C 0.93 0.25 0.49
O -1.78 -1.17 -0.15
H 0.45 1.27 -1.10
H -1.22 -1.92 -0.12
H 1.75 -0.12 1.14
H 0.04 -0.38 0.31
```

Calculated values
Spin multiplicity: 1
Maximum force: 0.052 hartree/bohr
M: 46.0 g mol⁻¹
Frontier orbital gap: 7.27 eV
Electronic energy: -4637.9185 eV
Relative energy (zero: lowest compared OMol25 entry of this formula, charge and spin): 104.2 kJ/mol
Charge: -1
E_LUMO: 4.8 eV


5.
The following is a DFT calculation (wB97M-V/def2-TZVPD) of a molecular structure, C10H13AlNO at a distorted geometry.

Geometry as XYZ:
```
26
Properties=species:S:1:pos:R:3
C -0.77 1.78 -1.05
C 0.00 2.55 -0.13
C -0.44 2.27 1.18
C -1.48 1.29 1.12
C -1.78 1.05 -0.29
Al -0.27 -0.25 0.01
C 1.58 -0.42 -0.76
C 0.90 -1.15 -1.89
C 1.53 -1.57 -3.06
N -0.41 -1.37 -1.57
H -0.10 2.77 2.09
H 0.73 3.31 -0.41
H -2.12 0.98 1.95
H -2.70 0.62 -0.68
H -0.74 1.85 -2.14
H 2.06 0.52 -1.07
H -1.04 -1.74 -2.27
H 2.29 -1.03 -0.19
H 2.56 -1.30 -3.22
H 0.95 -2.09 -3.82
C 0.21 -1.19 3.01
C -0.61 -1.33 1.76
O -1.56 -2.08 1.53
H 0.95 -0.41 2.85
H 0.72 -2.14 3.22
H -0.46 -0.91 3.83
```

Calculated values
Spin multiplicity: 1
Maximum force: 0.063 hartree/bohr
M: 190.2 g mol⁻¹
Frontier orbital gap: 6.43 eV
Electronic energy: -20715.6840 eV
Relative energy (zero: lowest compared OMol25 entry of this formula, charge and spin): 22.2 kJ/mol
Charge: -1
E_LUMO: 3.4 eV


6.
The following is a DFT calculation (wB97M-V/def2-TZVPD) of a single C2H4OS2 molecule at a distorted geometry.

Geometry as XYZ:
```
9
Properties=species:S:1:pos:R:3
O 1.11 -0.63 0.48
C 0.00 -0.62 -0.22
S -0.57 -1.75 -1.31
C -0.50 0.76 -0.24
S 0.27 1.79 1.14
H 1.26 0.05 1.07
H -1.51 0.96 -0.11
H 0.10 1.03 -1.10
H -1.01 1.44 1.89
```

Calculated values
Spin multiplicity: 1
Maximum force: 0.124 hartree/bohr
M: 108.2 g mol⁻¹
Frontier orbital gap: 8.71 eV
Electronic energy: -25854.8777 eV
SMILES: OC(=S)CS
Relative energy (zero: lowest compared OMol25 entry of this formula, charge and spin): 156.1 kJ/mol
E_LUMO: -0.1 eV


7.
The following is a DFT calculation (wB97M-V/def2-TZVPD) of 2 unconnected molecules or ions with the total composition C19H24F8IN2O2 at a distorted geometry.

Geometry as XYZ:
```
56
Properties=species:S:1:pos:R:3
C 2.84 -4.37 -0.63
C 3.26 -3.29 -1.81
C 4.60 -2.37 -1.66
C 4.93 -1.29 -2.86
C 3.95 -1.11 -4.20
C 2.58 -2.05 -4.36
C 2.28 -3.12 -3.16
C 0.93 -4.10 -3.15
N -0.08 -3.41 -2.23
C -0.73 -4.36 -1.23
C -1.88 -3.56 -0.33
N -1.80 -2.03 -0.52
C -1.91 -1.65 -1.98
C -1.27 -0.20 -2.38
C -0.93 0.79 -1.13
O 0.30 1.38 -1.14
I -2.24 1.31 0.54
C -1.21 -2.77 -3.01
H 1.97 -3.90 0.03
H 3.73 -4.61 0.12
H 2.46 -5.40 -1.03
H 5.24 -2.51 -0.68
H 5.88 -0.61 -2.71
H 4.19 -0.30 -5.04
H 1.85 -1.93 -5.29
H 0.53 -4.18 -4.27
H 1.19 -5.19 -2.80
H 0.48 -2.73 -1.65
H 0.05 -4.93 -0.57
H -1.34 -5.20 -1.82
H -1.57 -3.73 0.81
H -2.96 -3.98 -0.46
H -0.83 -1.81 -0.12
H -3.06 -1.64 -2.28
H -0.26 -0.37 -2.99
H -2.00 0.33 -3.12
H -2.07 -3.57 -3.24
H -0.89 -2.26 -4.02
C -0.88 4.24 3.30
C -0.91 3.83 4.78
C -2.29 3.90 5.45
F -2.82 5.14 5.41
F -2.20 3.56 6.76
F 0.01 4.56 5.46
F -0.48 2.53 4.85
O -0.51 5.59 3.02
C -1.55 6.55 3.15
C -1.34 7.52 4.32
F -1.17 6.86 5.49
F -2.42 8.33 4.49
F -2.74 5.90 3.20
F -1.57 7.25 1.98
H -0.10 3.64 2.83
H -1.80 3.95 2.77
H -2.99 3.21 4.98
H -0.46 8.15 4.16
```

Calculated values
Spin multiplicity: 1
Maximum force: 0.176 hartree/bohr
M: 591.3 g mol⁻¹
Frontier orbital gap: 8.51 eV
Electronic energy: -56988.5812 eV
Charge: +1
E_LUMO: -3.2 eV


8.
The following is a DFT calculation (wB97M-V/def2-TZVPD) of a single C5H7NO molecule.

Geometry as XYZ:
```
14
Properties=species:S:1:pos:R:3
C -1.77 0.07 0.00
C -0.28 -0.04 0.10
N 0.26 -0.98 1.10
C 0.52 0.44 1.26
C 1.81 0.49 -1.42
C 0.52 0.03 -1.14
O 0.20 -0.26 -2.31
H -2.07 1.05 -0.39
H -2.22 -0.07 0.99
H -2.17 -0.70 -0.67
H 1.08 -1.48 0.75
H 0.02 0.92 2.10
H 2.59 -0.28 -1.42
H 1.52 0.82 1.05
```

Calculated values
Spin multiplicity: 1
Maximum force: 0.006 hartree/bohr
M: 97.1 g mol⁻¹
Frontier orbital gap: 9.11 eV
Electronic energy: -8831.0694 eV
Relative energy (zero: lowest compared OMol25 entry of this formula, charge and spin): 495.3 kJ/mol
E_LUMO: -0.3 eV


Question: Which value of spin multiplicity does entry 3 give?
Answer: 1